This record from the OMol25 dataset describes a 8-piece molecular cluster, C42H106N6O6S2 overall. The level of theory is ωB97M-V/def2-TZVPD.

The geometry in XYZ format:
```
162
Properties=species:S:1:pos:R:3:forces:R:3
C -0.701218 -4.015593 3.460446 -0.052 0.424 1.066
C -0.863008 -2.732583 2.627386 0.967 -1.347 0.055
N -1.150138 -1.535603 3.392046 -0.741 -1.280 0.886
C 0.011172 -0.941433 3.993706 -0.109 0.310 0.889
C -0.377968 0.081107 5.091456 -0.104 -0.540 -0.693
C -1.998228 -0.607933 2.705856 0.574 0.250 -1.070
C -3.315808 -1.175623 2.190116 0.515 0.794 0.501
H -0.487728 -4.904863 2.867376 -0.190 0.109 -0.139
H -1.497748 -4.198393 4.181696 -0.522 -0.089 -0.474
H 0.136532 -3.888533 4.146116 0.436 0.005 -0.103
H 0.119572 -2.695693 2.156996 0.437 0.681 -0.448
H -1.518078 -2.944453 1.782356 -0.438 0.454 0.350
H 0.590182 -1.732873 4.469606 0.087 -0.174 0.009
H 0.661452 -0.483563 3.248326 0.181 0.355 -0.548
H 0.441692 0.720347 5.419536 0.170 -0.145 -0.007
H -1.147278 0.733347 4.678126 0.122 0.090 0.409
H -0.780868 -0.483263 5.932446 -0.065 0.257 0.072
H -1.359068 -0.226263 1.909666 -0.246 0.562 -0.784
H -2.224198 0.258017 3.328086 -0.122 -0.247 0.057
H -3.820638 -0.299703 1.782666 -0.490 -0.266 0.056
H -3.798528 -1.543373 3.095566 -0.551 -0.226 -0.377
H -3.262488 -1.920633 1.396256 0.133 -0.049 0.234
C 3.745812 -1.936083 3.408296 0.970 -0.085 0.457
C 3.468722 -0.453143 3.477946 -0.881 1.669 0.220
N 4.633422 0.434227 3.894776 0.243 -3.284 1.213
C 4.995192 0.378807 5.311566 1.019 0.562 0.765
C 3.917392 0.216817 6.319826 -1.443 0.390 -0.211
C 5.776642 0.466297 3.028966 0.096 0.693 -2.504
C 5.335412 1.086337 1.656856 0.497 0.897 0.963
H 4.309622 -2.313323 4.261476 0.337 0.160 -0.002
H 4.303322 -2.090563 2.484496 -0.229 -0.725 0.070
H 2.803082 -2.475123 3.502106 -0.088 0.122 -0.698
H 3.086992 -0.143793 2.504966 0.401 0.394 -0.054
H 2.614402 -0.273173 4.130526 0.424 0.290 0.372
H 5.702162 -0.426493 5.511016 0.164 -0.833 -0.888
H 5.700212 1.162367 5.589226 -0.341 0.837 -0.520
H 4.193322 0.445757 7.349166 0.513 -0.295 -0.205
H 3.139232 0.948887 6.103876 -0.365 -0.145 0.011
H 3.515842 -0.793033 6.235736 -0.252 0.117 0.362
H 6.174342 -0.518383 2.783316 -0.383 -0.616 0.522
H 6.624482 0.998677 3.460066 -0.374 0.257 0.212
H 4.635032 0.494817 1.067216 0.015 0.029 0.352
H 6.166432 1.377647 1.014486 0.246 -0.430 0.209
H 4.926332 2.040767 1.988216 -0.578 0.047 -0.608
C 1.874132 -1.589773 0.110296 -0.435 -1.071 -1.088
C 0.688612 -0.726453 -0.324244 0.792 0.535 -0.141
N 0.880782 0.643337 0.055646 -0.696 1.871 1.420
C -0.327128 1.513237 -0.104854 1.473 0.388 0.402
C -0.255058 2.617117 0.962296 -1.062 -0.439 0.053
C 2.104562 1.343917 -0.381344 -0.229 -1.117 -0.744
C 2.020642 1.720827 -1.834954 0.353 0.641 -1.269
H 2.372942 -1.321333 1.041546 -0.344 0.112 -0.035
H 2.609112 -1.699803 -0.687074 0.314 0.518 0.020
H 1.509572 -2.616003 0.155446 -0.026 -0.189 0.521
H 0.554362 -0.765913 -1.405224 0.005 -0.613 -0.449
H -0.247128 -1.069413 0.117186 0.050 -0.032 0.160
H -0.390458 1.965617 -1.094524 0.114 -0.005 -0.327
H -1.258578 0.955877 -0.005564 0.222 -0.304 0.312
H 0.540742 3.359597 0.902926 0.174 -0.336 -0.312
H -1.198808 3.162347 0.949296 -0.018 0.158 0.033
H -0.216508 2.082817 1.911586 0.177 0.228 0.259
H 2.973532 0.694787 -0.273584 -0.170 -0.459 0.133
H 2.399442 2.229087 0.182236 -0.699 0.082 0.417
H 3.008152 1.862117 -2.274234 0.156 0.216 0.103
H 1.468742 2.645297 -2.004814 0.121 0.094 0.187
H 1.554032 0.986847 -2.491964 -0.138 -0.375 0.314
C -6.993528 5.975267 -1.185524 -0.401 1.288 -1.540
C -6.840418 4.577597 -0.754404 0.411 0.038 1.389
N -5.398178 4.285147 -0.497344 -0.533 -1.876 -0.005
C -5.283978 2.920147 0.091156 -1.196 1.145 1.142
C -3.947768 2.615807 0.755106 -0.654 -0.169 -1.013
C -4.466678 4.476347 -1.633494 -2.003 -0.568 -0.445
C -4.801828 3.655567 -2.965234 0.770 0.805 1.529
H -8.020738 6.327627 -1.279214 -0.285 -0.482 0.046
H -6.611708 5.982757 -2.206434 0.286 0.934 -0.061
H -6.547138 6.716737 -0.522904 0.554 -0.247 -0.150
H -7.408178 4.555877 0.175806 0.435 -0.723 0.499
H -7.390088 3.912947 -1.420884 0.371 -0.379 -0.389
H -6.057898 2.928727 0.858666 -0.008 0.028 0.329
H -5.629328 2.089557 -0.524434 0.310 -0.076 -0.731
H -3.581238 3.497997 1.279986 0.196 -0.136 -0.103
H -4.076478 1.775527 1.437356 0.112 0.101 0.072
H -3.324928 2.285017 -0.076004 0.781 0.132 0.388
H -3.488928 4.220727 -1.225114 0.142 0.254 -0.366
H -4.586698 5.541207 -1.832914 0.790 0.003 -0.324
H -3.925598 3.745427 -3.607294 -0.417 -0.023 -0.144
H -5.686238 4.043967 -3.470274 0.136 0.043 -0.013
H -4.963098 2.598447 -2.754074 0.011 -0.041 0.062
C -4.409388 -5.515443 -3.840844 -0.406 0.063 0.203
C -3.794128 -4.117393 -3.737704 -1.359 -0.835 0.055
N -4.083548 -3.613063 -2.419374 1.116 1.487 1.943
C -3.373358 -4.302243 -1.295644 0.526 0.272 -0.618
C -1.776568 -4.140083 -1.264714 -1.545 0.128 0.640
C -3.799308 -2.152833 -2.301224 -0.268 0.239 1.133
C -4.582988 -1.203123 -3.170614 0.461 -0.679 -1.244
H -5.462778 -5.447803 -3.569034 -0.127 0.171 -0.106
H -4.003588 -6.181383 -3.079294 0.358 -0.203 -0.386
H -4.374128 -5.952733 -4.838664 0.345 -0.030 0.089
H -2.741998 -4.145413 -4.021134 0.269 0.316 -0.085
H -4.397418 -3.455393 -4.358924 0.543 -0.063 -0.612
H -3.668688 -3.873163 -0.338164 -0.328 0.502 -0.164
H -3.794778 -5.300963 -1.181264 0.638 -0.318 -0.520
H -1.674638 -3.145753 -0.829944 0.480 0.160 -0.164
H -1.360908 -4.817323 -0.518604 0.057 -0.238 -0.161
H -1.197648 -4.174493 -2.187624 -0.357 -0.251 -0.089
H -2.740848 -1.905063 -2.380944 0.392 -0.177 -0.147
H -4.103628 -1.812833 -1.311324 0.231 -0.628 0.572
H -4.494768 -0.152763 -2.893004 -0.187 -0.156 0.603
H -5.610728 -1.566143 -3.178804 -0.121 0.443 -0.360
H -4.105548 -1.213443 -4.150434 -0.645 -0.122 -0.502
C 3.223902 -5.427003 1.401266 0.076 -0.998 -0.093
C 2.953002 -6.397593 0.182666 0.303 1.523 -0.358
N 4.005712 -6.320283 -0.882434 -0.799 -0.551 0.965
C 3.891802 -5.124063 -1.724034 -0.989 -0.695 -0.341
C 2.568172 -5.109693 -2.601324 1.355 0.434 0.226
C 5.344702 -6.560503 -0.330494 0.637 0.001 -0.516
C 6.319362 -7.167993 -1.397474 -0.965 0.476 1.127
H 2.345482 -5.335663 2.040126 -0.116 -0.129 -0.003
H 3.516522 -4.411823 1.133136 -0.176 -0.004 -0.565
H 4.044802 -5.777913 2.026636 -0.017 -0.234 0.077
H 2.716662 -7.435113 0.418836 0.772 -0.065 0.599
H 1.983622 -6.097783 -0.215484 0.160 0.316 -0.468
H 3.937582 -4.231783 -1.099654 -0.123 0.491 0.084
H 4.770932 -5.087183 -2.367354 -0.122 -0.046 -0.121
H 2.495592 -5.964623 -3.273584 -0.053 -0.358 0.516
H 1.669352 -4.960453 -2.003034 0.040 -0.307 -0.010
H 2.601652 -4.277283 -3.304234 0.160 0.355 0.173
H 5.323222 -7.174473 0.569886 -0.552 -0.784 -0.358
H 5.789872 -5.692603 0.155996 0.139 0.960 -0.480
H 6.018032 -8.209163 -1.512614 0.225 0.067 -0.395
H 7.353112 -7.102363 -1.058114 -0.022 -0.110 0.027
H 6.231262 -6.609583 -2.329414 0.008 -0.250 -0.050
O 4.126212 6.507327 0.438346 -1.776 -0.907 0.334
S 2.772142 5.995087 0.626656 -1.641 -0.241 -0.758
O 2.156552 5.058867 -0.354774 1.881 1.403 2.282
O 2.641312 5.394967 2.187956 -0.422 0.638 -1.908
C 3.785432 4.699337 2.698426 -0.190 0.401 0.352
C 3.303482 3.857997 3.862376 0.365 -0.341 -0.057
C 1.500392 7.343537 0.779676 2.214 -0.848 0.197
H 4.466502 5.458897 3.082236 0.377 -0.142 -0.350
H 4.198482 4.129027 1.866416 0.405 -0.131 0.305
H 2.694202 3.028377 3.503756 -0.353 0.120 0.178
H 2.809982 4.464067 4.622126 -0.388 -0.002 -0.317
H 4.147792 3.433417 4.405486 0.347 -0.098 -0.165
H 1.739972 7.958497 -0.087804 -0.554 -0.165 -0.194
H 1.805282 7.920007 1.653076 -0.460 -0.146 0.134
H 0.533662 6.841117 0.813126 0.156 0.378 -0.050
O -3.246028 3.118727 -8.328894 0.103 0.378 2.051
S -3.196198 3.693397 -6.992924 -0.200 0.960 -0.850
O -4.330948 3.634267 -6.076914 1.599 -0.329 -1.051
O -1.829668 3.134507 -6.279644 -1.405 -0.012 -0.589
C -1.769498 2.985557 -4.842964 0.634 0.681 -0.008
C -0.334128 2.696397 -4.566434 1.432 -1.297 0.279
C -2.692688 5.462157 -7.186694 -0.193 -1.707 0.702
H -2.408828 2.169837 -4.505394 -0.248 0.370 -0.011
H -1.946898 3.949547 -4.366164 -0.806 -0.067 -0.032
H -0.001528 2.754807 -3.530064 -0.625 0.496 0.219
H 0.356792 3.315687 -5.138454 -0.231 0.081 -0.112
H -0.105658 1.651387 -4.775854 0.050 -0.068 -0.525
H -3.400408 5.965207 -7.845614 0.193 -0.133 0.070
H -1.666858 5.393047 -7.548634 -0.219 0.320 -0.196
H -2.721898 5.835457 -6.163034 0.015 0.301 -0.171
```
Forces are in eV/Å.

⟨S²⟩: 0.755
M (Da): 855.48
Maximum force (eV/A): 3.510
LUMO (alpha / beta) (eV): -2.377 / -6.928
Spin multiplicity: 2
Relative energy (zero: lowest compared OMol25 entry of this formula, charge and spin) (kJ/mol): 0.0
Frontier orbital gap (alpha / beta) (eV): 7.34 / 2.79
Charge: +1